(1)
{"formula": "C5H10O", "method": "ωB97M-V/def2-TZVPD", "lumo_ev": 0.86, "smiles": "C[C@H]1CC1=O.C", "de_lowest_kj_mol": 184.7, "fmax_ev_per_a": 0.648, "total_energy_ev": -7392.85110, "symbols": ["C", "C", "C", "C", "C", "O", "H", "H", "H", "H", "H", "H", "H", "H", "H", "H"], "positions_angstrom": [[-0.8903, -1.4816, 0.9457], [-0.1306, -1.5415, -0.3627], [-0.3350, -0.4174, -1.4276], [0.9296, -0.5792, -0.6929], [0.3475, 2.3946, 0.8625], [2.0484, -0.1881, -0.4983], [-1.8707, -1.9583, 0.8407], [-0.3419, -1.9923, 1.7434], [-1.0505, -0.4438, 1.2591], [0.0066, -2.5414, -0.7756], [-0.3853, -0.6949, -2.4782], [-0.9859, 0.4097, -1.1463], [0.5721, 3.4161, 1.1770], [0.1376, 1.7825, 1.7445], [-0.5283, 2.4063, 0.2072], [1.2029, 1.9780, 0.3271]]}

(2)
{"formula": "C5H10O", "method": "ωB97M-V/def2-TZVPD", "lumo_ev": 0.98, "smiles": "C[C@H]1CCC1=O.[H][H]", "de_lowest_kj_mol": 160.8, "fmax_ev_per_a": 0.597, "total_energy_ev": -7393.09923, "symbols": ["C", "C", "C", "C", "C", "O", "H", "H", "H", "H", "H", "H", "H", "H", "H", "H"], "positions_angstrom": [[1.4136, -0.9808, 0.1468], [0.3230, 0.0534, 0.3747], [0.5232, 1.5035, -0.1506], [-0.8575, 1.4638, -0.8562], [-0.9063, -0.0286, -0.5334], [-1.5853, -0.9437, -0.9194], [1.0611, -1.9803, 0.4202], [1.7123, -1.0057, -0.9075], [2.3016, -0.7512, 0.7455], [0.0015, 0.0493, 1.4252], [0.6473, 2.2738, 0.6137], [1.3547, 1.5725, -0.8587], [-1.6437, 2.0185, -0.3325], [-0.8982, 1.7173, -1.9195], [-1.7288, -2.6358, 1.7148], [-1.7186, -2.3260, 1.0367]]}

(3)
{"formula": "C5H10O", "method": "ωB97M-V/def2-TZVPD", "lumo_ev": 0.87, "de_lowest_kj_mol": 398.0, "fmax_ev_per_a": 0.358, "total_energy_ev": -7390.64049, "symbols": ["O", "C", "C", "C", "C", "C", "H", "H", "H", "H", "H", "H", "H", "H", "H", "H"], "positions_angstrom": [[2.2736, 1.1175, 0.1740], [2.6698, 0.6162, 1.3152], [0.2432, -1.1899, -1.1577], [-0.4404, -0.4803, -0.0113], [-1.8830, -0.1026, -0.1085], [-0.8404, 0.9801, -0.1442], [1.3058, 1.0727, 0.0256], [1.7408, 0.2594, 1.8578], [1.3238, -0.9893, -1.1671], [0.1017, -2.2740, -1.0882], [-0.1671, -0.8603, -2.1193], [-0.0992, -0.7862, 0.9768], [-2.3947, -0.3264, -1.0405], [-2.5009, -0.1835, 0.7807], [-0.6647, 1.4746, -1.0983], [-0.7679, 1.6336, 0.7230]]}

(4)
{"formula": "C5H10O", "method": "ωB97M-V/def2-TZVPD", "lumo_ev": 1.19, "smiles": "CC[C@H]1O[C@H]1C", "de_lowest_kj_mol": 167.6, "fmax_ev_per_a": 1.615, "total_energy_ev": -7393.02869, "symbols": ["C", "C", "C", "O", "C", "C", "H", "H", "H", "H", "H", "H", "H", "H", "H", "H"], "positions_angstrom": [[2.2224, 0.7089, -0.6488], [0.7286, 0.4982, -0.4082], [0.2987, -0.5328, 0.6084], [-0.4815, 0.2073, 1.6263], [-1.1199, -0.7719, 0.8463], [-2.1961, -0.4080, -0.1378], [2.8045, 0.4937, 0.2543], [2.3959, 1.7593, -0.9035], [2.6415, 0.1088, -1.4654], [0.3038, 1.2793, 0.2205], [0.1538, 0.4963, -1.3425], [1.0469, -1.1989, 1.0389], [-1.3586, -1.6297, 1.4644], [-1.9540, 0.4572, -0.7610], [-3.1233, -0.1952, 0.3978], [-2.3628, -1.2725, -0.7898]]}

(5)
{"formula": "C5H10O", "method": "ωB97M-V/def2-TZVPD", "lumo_ev": 0.88, "smiles": "C=CCC.C=O", "de_lowest_kj_mol": 170.8, "fmax_ev_per_a": 0.524, "total_energy_ev": -7392.99476, "symbols": ["C", "C", "C", "C", "O", "C", "H", "H", "H", "H", "H", "H", "H", "H", "H", "H"], "positions_angstrom": [[-0.2273, -1.7005, 0.7921], [0.8177, -1.0669, -0.1365], [0.2690, -0.0591, -1.1109], [0.8463, 1.1004, -1.4131], [-1.3776, 2.7856, 0.3886], [-1.1619, 1.7337, 0.9310], [0.1216, -2.6699, 1.1618], [-0.4367, -1.0751, 1.6676], [-1.1768, -1.8714, 0.2704], [1.6148, -0.5996, 0.4552], [1.2952, -1.8652, -0.7193], [-0.6554, -0.3389, -1.6216], [0.4214, 1.7768, -2.1495], [1.7660, 1.4229, -0.9276], [-0.3295, 1.5934, 1.6523], [-1.7866, 0.8338, 0.7595]]}

(6)
{"formula": "C5H10O", "method": "ωB97M-V/def2-TZVPD", "lumo_ev": 0.51, "smiles": "C=CC(=C)C.O", "de_lowest_kj_mol": 281.8, "fmax_ev_per_a": 3.527, "total_energy_ev": -7391.84477, "symbols": ["C", "C", "C", "C", "C", "H", "H", "H", "H", "H", "H", "H", "H", "H", "H", "O"], "positions_angstrom": [[1.0815, -2.2376, -0.6461], [1.1419, -1.3430, 0.5568], [1.8071, -0.1887, 0.5773], [-0.5832, -0.5744, 2.1880], [0.0766, -1.5650, 1.5523], [1.8674, -2.0393, -1.3650], [0.1286, -2.5088, -1.0727], [1.3801, -3.2011, -0.1833], [2.6097, 0.0421, -0.1065], [1.6485, 0.5148, 1.3881], [-0.8981, -0.7125, 3.2151], [-0.7708, 0.4068, 1.7781], [-0.3798, -2.5456, 1.4024], [-3.5560, 4.8420, -3.4090], [-2.3627, 5.6839, -3.1501], [-3.1909, 5.4263, -2.7257]]}

(7)
{"formula": "C5H10O", "method": "ωB97M-V/def2-TZVPD", "lumo_ev": 0.89, "de_lowest_kj_mol": 285.1, "fmax_ev_per_a": 0.538, "total_energy_ev": -7391.81016, "symbols": ["C", "C", "C", "C", "C", "O", "H", "H", "H", "H", "H", "H", "H", "H", "H", "H"], "positions_angstrom": [[-0.0985, 1.1425, -0.9324], [-0.3502, 0.0138, 0.0628], [-1.6652, -0.7312, -0.1007], [0.8853, -0.9148, 0.2410], [1.1687, -0.3732, 1.6137], [1.9642, 0.6780, 1.5566], [-0.9298, 1.8546, -0.9121], [0.8092, 1.6997, -0.6644], [0.0217, 0.7854, -1.9622], [-1.7823, -1.4325, 0.7333], [-1.7328, -1.2888, -1.0406], [-2.4962, -0.0181, -0.0543], [0.6271, -1.9783, 0.2370], [1.6740, -0.7356, -0.5119], [-0.4549, 0.4799, 1.0652], [2.3596, 0.8186, 0.6691]]}

(8)
{"formula": "C5H10O", "method": "ωB97M-V/def2-TZVPD", "lumo_ev": 0.39, "de_lowest_kj_mol": 539.1, "fmax_ev_per_a": 0.294, "total_energy_ev": -7389.17828, "symbols": ["C", "C", "O", "C", "C", "C", "H", "H", "H", "H", "H", "H", "H", "H", "H", "H"], "positions_angstrom": [[1.8564, 0.8047, 0.6496], [0.3411, 0.8524, 0.6990], [-0.2776, 1.3989, -0.2482], [0.0512, -1.2126, 0.6328], [-1.0347, -1.5685, -0.0800], [0.2656, -1.6341, -0.7898], [2.1914, 0.4308, -0.3215], [2.2764, 0.1848, 1.4476], [2.2332, 1.8276, 0.7677], [-0.1027, 0.8992, 1.7109], [-1.4366, 0.4832, -0.7191], [0.4444, -1.4773, 1.6041], [-1.9617, -2.1184, -0.0011], [-1.7766, -0.2597, -0.7443], [0.4933, -0.8320, -1.5004], [0.6816, -2.6067, -1.0586]]}